[1]
Density functional theory data (ωB97M-V/def2-TZVPD) for C39H30Cl3F2GeN11O7V as an isolated structure.

Kohn-Sham gap (alpha / beta) = 7.44 / 7.37 eV
Energy above the lowest of the compared OMol25 structures with the same formula, charge and spin = 0.229 eV
LUMO (alpha / beta) = 1.3 / 1.3 eV
Charge = -1
E_tot = -196869.82192 eV
⟨S²⟩ = 2.027
Multiplicity = 3
HOMO (alpha / beta) = -6.17 / -6.10 eV

Cartesian coordinates (Å):
V  -2.373  0.490  1.118
C  -3.925  3.413  3.313
C  -4.000  1.955  3.555
N  -3.307  1.015  2.940
C  -3.668  -0.182  3.503
C  -4.590  0.040  4.489
N  -4.780  1.400  4.504
C  -5.325  -0.828  5.431
O  -5.136  -2.118  5.306
O  -6.052  -0.336  6.270
C  -3.074  -1.446  2.972
O  -3.411  -2.523  3.499
O  -2.228  -1.313  2.045
H  -2.973  3.665  2.850
H  -4.050  3.962  4.246
H  -4.708  3.728  2.622
H  -5.459  1.855  5.093
H  -4.463  -2.346  4.569
C  -1.557  -0.993  -4.126
N  -1.474  -0.999  -2.691
C  -1.659  0.048  -1.885
N  -1.693  -0.350  -0.636
C  -1.505  -1.701  -0.729
N  -1.366  -2.125  -1.959
C  -0.317  -1.208  -4.986
C  -0.594  -1.407  -6.336
C  0.408  -1.609  -7.256
C  1.720  -1.621  -6.853
C  2.040  -1.426  -5.512
C  1.018  -1.215  -4.556
C  3.466  -1.450  -5.202
N  4.409  -1.668  -6.067
N  5.591  -1.610  -5.416
C  5.333  -1.367  -4.175
O  3.983  -1.246  -3.959
C  6.292  -1.227  -3.092
C  7.647  -1.476  -3.308
C  8.534  -1.360  -2.254
C  8.089  -1.003  -0.990
C  6.743  -0.742  -0.775
C  6.229  -0.349  0.588
N  4.911  -0.888  0.752
C  3.742  -0.385  0.320
N  2.803  -1.290  0.423
C  3.453  -2.364  0.931
N  4.733  -2.165  1.137
C  5.852  -0.854  -1.831
H  -1.997  -0.028  -4.387
H  -2.273  -1.773  -4.391
H  -1.806  1.046  -2.254
H  -1.495  -2.351  0.126
H  -1.627  -1.395  -6.663
H  0.160  -1.754  -8.298
H  2.523  -1.785  -7.557
H  1.269  -1.065  -3.513
H  7.978  -1.757  -4.298
H  9.586  -1.559  -2.412
H  8.787  -0.934  -0.165
H  6.193  0.739  0.690
H  6.867  -0.753  1.373
H  3.621  0.620  -0.051
H  2.972  -3.302  1.143
H  4.799  -0.666  -1.684
F  0.013  4.687  -1.416
C  -0.087  3.980  -0.271
C  -0.977  2.931  -0.200
C  -1.135  2.152  0.952
C  -0.310  2.516  2.045
C  0.621  3.547  1.913
F  1.530  3.782  2.901
C  0.752  4.312  0.775
C  -0.358  1.755  3.308
C  -0.108  2.328  4.559
C  -0.042  1.508  5.670
C  -0.254  0.146  5.518
C  -0.564  -0.326  4.254
N  -0.614  0.452  3.182
H  -1.578  2.759  -1.083
H  1.476  5.110  0.707
H  0.034  3.393  4.661
H  0.184  1.931  6.640
H  -0.184  -0.536  6.354
H  -0.770  -1.378  4.095
C  -5.906  -2.200  0.368
C  -4.786  -1.221  0.045
O  -4.337  -1.139  -1.098
O  -4.395  -0.510  1.043
H  -6.101  -2.839  -0.489
H  -6.805  -1.637  0.621
H  -5.624  -2.795  1.236
Cl  -3.874  4.129  0.038
Ge  -4.091  1.827  -0.100
Cl  -6.205  1.862  0.559
Cl  -4.372  1.813  -2.331

***

[2]
Density functional theory data (ωB97M-V/def2-TZVPD) for C39H30CoGeN3O6 as an isolated structure.

Kohn-Sham gap (alpha / beta) = 5.32 / 4.60 eV
Energy above the lowest of the compared OMol25 structures with the same formula, charge and spin = 2.244 eV
LUMO (alpha / beta) = -3.9 / -5.4 eV
Charge = +1
E_tot = -151818.99483 eV
⟨S²⟩ = 8.808
Multiplicity = 6
HOMO (alpha / beta) = -9.19 / -10.01 eV

Cartesian coordinates (Å):
Co  -0.494  0.907  1.086
O  3.436  4.440  2.474
C  3.906  3.470  3.168
C  5.142  3.643  3.858
C  5.619  2.529  4.635
C  4.832  1.381  4.766
C  3.591  1.169  4.110
C  3.229  2.139  3.270
C  1.994  1.957  2.466
O  1.394  0.882  2.563
N  1.551  2.940  1.607
N  0.354  2.747  0.994
C  -0.266  3.678  0.357
C  -1.548  3.367  -0.241
C  -2.204  4.312  -1.107
C  -3.459  3.931  -1.506
C  -4.031  2.727  -1.062
C  -3.186  1.818  -0.409
N  -1.998  2.163  0.052
H  2.026  3.841  1.945
H  5.715  4.520  3.822
H  6.536  2.597  5.235
H  5.087  0.453  5.312
H  3.145  0.179  4.243
H  -0.006  4.731  0.281
H  -1.757  5.238  -1.429
H  -4.089  4.630  -2.090
H  -5.017  2.486  -1.342
H  -3.545  0.880  -0.147
O  -0.974  -1.026  0.889
C  -1.458  -0.989  2.082
O  -1.683  0.168  2.609
C  -1.763  -2.263  2.790
C  -1.301  -3.418  2.178
C  -1.585  -4.666  2.719
C  -2.430  -4.665  3.792
O  -2.792  -5.685  4.588
C  -3.958  -5.258  5.339
O  -3.850  -3.814  5.375
C  -2.996  -3.498  4.359
C  -2.612  -2.230  3.925
H  -0.754  -3.414  1.254
H  -1.327  -5.638  2.269
H  -3.867  -5.652  6.361
H  -4.871  -5.470  4.736
H  -3.114  -1.354  4.202
C  -1.395  -4.745  -2.185
C  -0.051  -4.423  -2.472
C  0.392  -3.124  -2.366
C  -0.505  -2.100  -2.103
C  -1.830  -2.377  -1.807
C  -2.308  -3.713  -1.874
Ge  0.072  -0.217  -2.072
C  2.037  -0.014  -2.169
C  2.539  0.391  -3.425
C  3.876  0.702  -3.654
C  4.770  0.578  -2.590
C  4.311  -0.074  -1.450
C  2.958  -0.366  -1.220
C  -0.695  0.814  -3.510
C  -0.164  2.063  -3.907
C  -0.634  2.563  -5.116
C  -1.552  1.966  -5.920
C  -2.177  0.830  -5.445
C  -1.709  0.239  -4.263
H  -1.704  -5.782  -2.253
H  0.607  -5.237  -2.707
H  1.409  -2.831  -2.723
H  -2.466  -1.528  -1.554
H  -3.353  -4.039  -1.679
H  1.865  0.475  -4.241
H  4.152  0.991  -4.630
H  5.799  0.782  -2.647
H  5.017  -0.227  -0.651
H  2.752  -0.700  -0.194
H  0.563  2.650  -3.326
H  -0.172  3.499  -5.416
H  -1.939  2.486  -6.801
H  -2.930  0.285  -6.051
H  -2.161  -0.704  -3.954

***

[3]
Density functional theory data (ωB97M-V/def2-TZVPD) for C39H30F3FeN4P2Se as an isolated structure.

Kohn-Sham gap (alpha / beta) = 6.67 / 4.53 eV
LUMO (alpha / beta) = -6.7 / -8.8 eV
Charge = +2
E_tot = -173337.27606 eV
⟨S²⟩ = 8.796
Multiplicity = 6
HOMO (alpha / beta) = -13.34 / -13.34 eV

Cartesian coordinates (Å):
Fe  -0.827  -0.665  -1.021
C  1.791  -3.191  1.460
N  1.283  -1.988  0.789
P  1.846  -1.703  -0.827
C  3.653  -1.967  -0.649
C  4.302  -1.371  0.435
C  5.674  -1.485  0.554
C  6.401  -2.182  -0.405
C  5.755  -2.771  -1.478
C  4.375  -2.670  -1.601
C  1.925  0.134  -0.990
C  2.186  0.579  -2.292
C  2.471  1.912  -2.532
C  2.483  2.819  -1.480
C  2.230  2.386  -0.185
C  1.956  1.051  0.061
P  -0.178  -1.234  1.287
C  0.125  -0.919  3.064
C  -0.115  -1.921  4.006
C  0.201  -1.711  5.338
C  0.741  -0.501  5.747
C  0.947  0.511  4.822
C  0.634  0.307  3.488
C  -1.451  -2.543  1.348
C  -2.633  -2.204  2.017
C  -3.725  -3.052  1.981
C  -3.651  -4.244  1.268
C  -2.482  -4.587  0.607
C  -1.384  -3.735  0.635
H  2.875  -3.145  1.545
H  1.533  -4.107  0.923
H  1.378  -3.254  2.463
H  3.737  -0.818  1.176
H  6.178  -1.023  1.392
H  7.474  -2.265  -0.308
H  6.324  -3.311  -2.223
H  3.871  -3.134  -2.440
H  2.183  -0.130  -3.112
H  2.694  2.244  -3.536
H  2.696  3.862  -1.674
H  2.265  3.090  0.636
H  1.807  0.714  1.076
H  -0.557  -2.861  3.706
H  0.019  -2.500  6.054
H  0.988  -0.344  6.788
H  1.349  1.463  5.139
H  0.775  1.120  2.788
H  -2.680  -1.275  2.575
H  -4.628  -2.790  2.515
H  -4.504  -4.909  1.239
H  -2.420  -5.526  0.073
H  -0.478  -4.008  0.108
F  0.139  8.419  -3.238
C  -0.890  8.008  -2.489
F  -0.800  8.605  -1.299
F  -2.019  8.417  -3.077
C  -0.884  6.501  -2.363
C  -0.922  5.735  -3.532
C  -0.923  4.365  -3.447
C  -0.907  3.745  -2.178
C  -0.871  4.536  -1.005
C  -0.858  5.906  -1.102
C  -0.923  2.362  -2.034
C  -0.923  1.138  -1.830
H  -0.951  6.226  -4.495
H  -0.937  3.758  -4.342
H  -0.861  4.049  -0.040
H  -0.824  6.523  -0.216
Se  -2.694  -3.635  -3.058
N  -4.370  -3.403  -2.701
C  -4.504  -2.362  -1.891
C  -5.699  -1.797  -1.381
C  -5.572  -0.691  -0.590
C  -4.294  -0.158  -0.281
N  -3.167  -0.667  -0.713
C  -3.268  -1.739  -1.527
N  -2.171  -2.274  -2.053
H  -6.659  -2.228  -1.631
H  -6.449  -0.204  -0.188
H  -4.212  0.718  0.350

***

Question: Which of these has the lowest charge?
Answer: C39H30Cl3F2GeN11O7V